(1)
Entry from OMol25: C21H26N2O4 in the gas phase (ωB97M-V with the def2-TZVPD basis set).

Computed properties:
SMILES = COc1ccc(N[C@H]2CCCN(C(=O)c3ccc(OC)cc3OC)C2)cc1
Kohn-Sham gap = 8.81 eV
Calculated total energy = -1226.28476 a.u.
Energy relative to the best compared isomer or geometry (same formula, charge and spin) = 67.2 kcal per mole

```
! wB97M-V def2-TZVPD RIJCOSX def2/J DEFGRID3
* xyz 0 1
C 4.7588 0.8828 -1.0554
O 4.0497 1.3564 0.0669
C 2.7388 1.7022 -0.0958
C 2.1035 2.2360 1.0250
C 0.7722 2.5914 0.9711
C 0.0377 2.4311 -0.2019
N -1.3428 2.7518 -0.2713
C -2.2189 1.6074 -0.0169
C -3.6824 2.0360 0.0801
C -4.5467 0.8081 0.3707
C -4.3214 -0.2820 -0.6799
N -2.9104 -0.5802 -0.7952
C -2.4027 -1.7318 -0.2942
O -3.1025 -2.6492 0.0876
C -0.9001 -1.8165 -0.2948
C -0.2128 -2.3756 -1.3603
C 1.1631 -2.4839 -1.3408
C 1.8775 -2.0423 -0.2296
O 3.2301 -2.1935 -0.2871
C 3.9898 -1.9378 0.8731
C 1.2025 -1.4831 0.8495
C -0.1816 -1.3675 0.8193
O -0.9195 -0.8139 1.8230
C -0.2621 -0.3906 2.9927
C -2.1061 0.5639 -1.1350
C 0.6887 1.9374 -1.3252
C 2.0201 1.5659 -1.2770
H 4.7752 1.6257 -1.8587
H 4.3380 -0.0549 -1.4308
H 5.7756 0.7082 -0.7066
H 2.6765 2.3606 1.9315
H 0.2929 3.0036 1.8496
H -1.5584 3.4740 0.4120
H -1.9428 1.1036 0.9258
H -3.9827 2.4993 -0.8620
H -3.8094 2.7754 0.8745
H -4.2812 0.4061 1.3506
H -5.6017 1.0845 0.3882
H -4.6896 0.0527 -1.6561
H -4.8324 -1.2038 -0.3974
H -0.7694 -2.7295 -2.2148
H 1.7029 -2.9163 -2.1673
H 5.0107 -2.2218 0.6219
H 3.6441 -2.5444 1.7159
H 3.9685 -0.8794 1.1488
H 1.7531 -1.1304 1.7046
H 0.4520 0.4126 2.7808
H 0.2521 -1.2203 3.4872
H -1.0456 -0.0154 3.6499
H -2.4721 0.9952 -2.0733
H -1.0720 0.2510 -1.2662
H 0.1497 1.8598 -2.2559
H 2.4842 1.1745 -2.1679
*
```


(2)
Entry from OMol25: C4H13NSi2 in the gas phase at a distorted geometry (ωB97M-V with the def2-TZVPD basis set).

Computed properties:
SMILES = C[SiH2][Si@@H]1CCCN1
Kohn-Sham gap = 9.05 eV
Calculated total energy = -793.89504 a.u.
Energy relative to the best compared isomer or geometry (same formula, charge and spin) = 33.1 kcal per mole

```
! wB97M-V def2-TZVPD RIJCOSX def2/J DEFGRID3
* xyz 0 1
C 1.1106 -0.5659 2.5664
Si 1.4988 -1.4298 0.8848
Si 0.3109 -0.8258 -1.0316
C 0.3932 1.0303 -1.4892
C -0.7899 1.5330 -0.6588
C -1.9865 0.6574 -1.0159
N -1.4783 -0.7882 -0.8750
H 1.8178 0.0333 2.9251
H 0.1884 0.0372 2.3176
H 0.7402 -1.2080 3.2825
H 1.2377 -2.7449 1.3339
H 2.8011 -1.3572 0.2858
H 0.3311 -1.5035 -2.3256
H 0.1444 1.3531 -2.4748
H 1.3004 1.5796 -1.1120
H -0.9712 2.5813 -0.7368
H -0.5404 1.4555 0.3810
H -2.7959 0.8248 -0.2598
H -2.3327 0.8747 -2.0312
H -2.2733 -1.2905 -0.4412
*
```


(3)
Entry from OMol25: 8 unconnected molecules or ions with the total composition C16H48N8O8 at a distorted geometry (ωB97M-V with the def2-TZVPD basis set).

Computed properties:
SMILES = NC(N)=O.NC(N)=O.NC(N)=O.NC(N)=O.CC(C)O.CC(C)O.CC(C)O.CC(C)O
Kohn-Sham gap = 8.13 eV
Calculated total energy = -1678.10718 a.u.
Energy relative to the best compared isomer or geometry (same formula, charge and spin) = 256.6 kcal per mole

```
! wB97M-V def2-TZVPD RIJCOSX def2/J DEFGRID3
* xyz 0 1
N -1.4342 2.3623 -4.4566
C -2.6562 2.4852 -4.1789
N -3.1374 3.6717 -4.3108
O -3.3739 1.4476 -3.5490
H -1.2391 1.3456 -4.4757
H -0.6990 3.1208 -4.4013
H -2.8639 4.2451 -5.1158
H -4.1220 3.8770 -4.0065
N -1.5970 -0.9927 3.6774
C -0.5418 -0.8231 2.9966
N 0.0850 -1.9250 2.8897
O -0.1210 0.3903 2.3706
H -2.2290 -0.1559 3.8995
H -1.6723 -1.6797 4.4336
H 1.0950 -1.7808 2.4475
H 0.0671 -2.6232 3.7260
N 4.7575 2.4715 -0.7671
C 3.8603 1.6264 -0.4400
N 3.1167 1.2913 -1.4470
O 3.6945 0.9970 0.8091
H 5.4532 2.5755 -0.0328
H 4.7167 3.0788 -1.5381
H 2.2951 0.7773 -1.0603
H 3.5520 0.9619 -2.3123
N -1.3314 -3.5238 1.4865
C -2.6333 -3.4544 1.4981
N -3.1246 -2.6704 2.4170
O -3.4576 -4.3195 0.7285
H -0.8859 -4.1499 0.8314
H -0.8163 -2.7469 1.8447
H -4.0648 -2.6731 2.6888
H -2.4538 -1.9775 2.8729
C -3.1495 -0.2545 0.3962
C -3.5819 -0.4159 -1.0726
C -3.4674 -1.8796 -1.5009
O -4.7287 -0.0608 -1.3685
H -2.9254 0.7885 0.7198
H -2.2544 -0.8410 0.4493
H -3.9771 -0.5770 1.0920
H -2.7692 0.1787 -1.5459
H -4.0237 -2.0479 -2.4669
H -3.8400 -2.5866 -0.7798
H -2.4502 -2.2258 -1.7362
H -4.5935 0.5001 -2.0995
C 4.7524 -1.5335 2.9648
C 3.5457 -1.8598 1.9967
C 2.9625 -3.2665 2.1991
O 2.5969 -1.0921 2.0320
H 4.9843 -0.4545 3.2224
H 5.7353 -1.9021 2.7153
H 4.5991 -1.8748 3.9815
H 3.9301 -1.7911 1.0004
H 3.6290 -4.0544 2.0525
H 2.0883 -3.4613 1.5639
H 2.5306 -3.3184 3.2674
H 2.9242 -0.2442 1.7014
C -0.4184 3.1266 -1.0066
C 0.6208 3.2886 0.0810
C 1.2557 4.7074 -0.1535
O 0.1510 3.1365 1.2313
H -1.1679 3.9186 -0.9651
H -0.9315 2.2223 -0.8298
H 0.0272 3.0392 -1.9787
H 1.5042 2.6786 0.1313
H 1.4740 5.1172 0.8408
H 0.5608 5.4652 -0.5139
H 2.1084 4.6925 -0.8226
H 0.2842 2.2562 1.6087
C 0.2226 -0.2274 -2.5844
C 0.1477 -0.4596 -1.0708
C 0.3858 -1.9882 -0.7462
O 1.0331 0.0224 -0.3700
H 0.5340 0.7765 -2.9223
H -0.7754 -0.4327 -3.0541
H 0.9807 -0.9623 -2.9876
H -0.7825 -0.1645 -0.7160
H 1.2620 -2.3435 -1.3075
H -0.4821 -2.6292 -1.0553
H 0.5244 -2.1214 0.3514
H 0.7250 -0.0739 0.5299
*
```


(4)
Entry from OMol25: 9 unconnected molecules or ions with the total composition C16H47Br3F3N21O8P at a distorted geometry (ωB97M-V with the def2-TZVPD basis set).

Computed properties:
Kohn-Sham gap = 5.98 eV
Calculated total energy = -10752.61640 a.u.

```
! wB97M-V def2-TZVPD RIJCOSX def2/J DEFGRID3
* xyz 1 1
N -0.2506 0.7936 0.8619
P -0.1042 1.3164 -0.6468
C 1.6302 1.2264 -1.3913
C 1.8095 2.5113 -2.3554
C 3.2883 2.7050 -2.9056
Br 3.4937 1.9391 -4.7622
N 4.3786 2.2905 -1.9787
C 3.9579 1.0936 -1.2592
N 4.5669 -0.0935 -1.3943
N 5.6832 -0.2412 -2.2348
C 4.1096 -1.3418 -0.6993
C 4.1682 -2.6343 -1.6875
C 2.9052 -3.5938 -1.4061
F 3.2377 -4.8409 -2.0376
Br 2.6352 -4.0131 0.5063
C 1.5695 -3.0948 -2.1508
F 0.9142 -2.0457 -1.4815
F 1.7753 -2.8249 -3.5236
Br 0.2973 -4.6466 -2.1130
N 2.7706 1.2752 -0.4337
H 0.6856 0.5116 1.1837
H -0.9243 0.4438 -1.4661
H -0.5591 2.6680 -0.8017
H 1.7003 0.3154 -2.0944
H 1.5667 3.4258 -1.7008
H 1.0139 2.5317 -3.1787
H 3.4267 3.8337 -3.0620
H 5.2895 2.1820 -2.4368
H 5.3858 -0.5802 -3.1591
H 6.3375 -0.9101 -1.8012
H 4.8051 -1.5895 0.1812
H 3.0261 -1.2933 -0.3475
H 4.0472 -2.2650 -2.7529
H 5.0941 -3.2554 -1.4987
H 2.7039 0.6289 0.3557
C 3.1312 5.2742 1.2153
O 3.2670 6.2709 1.9045
N 2.2570 4.2863 1.5120
N 3.8448 5.0542 0.0833
H 2.1385 3.4626 0.9502
H 1.6999 4.3961 2.3427
H 4.5151 5.7565 -0.1829
H 3.7408 4.2369 -0.4902
C -0.3353 5.8758 -2.1675
O 0.0085 4.8237 -2.7055
N 0.0299 7.0886 -2.6470
N -1.1022 5.9161 -1.0568
H -0.2378 7.9593 -2.2253
H 0.6023 7.1024 -3.4745
H -1.3936 5.0362 -0.6673
H -1.3903 6.7672 -0.6037
C -1.0216 8.0304 2.3344
O -1.4382 7.2025 1.5308
N -1.5217 9.2872 2.4141
N -0.0271 7.7628 3.2114
H -1.1937 9.9792 3.0652
H -2.2642 9.5273 1.7786
H 0.3735 6.8403 3.1849
H 0.3271 8.4307 3.8772
C -3.5319 -7.0336 0.2447
O -4.4101 -7.8033 0.6078
N -2.8996 -6.1925 1.0974
N -3.1160 -6.9572 -1.0450
H -2.1772 -5.5545 0.8191
H -3.1824 -6.2208 2.0671
H -3.5630 -7.5677 -1.7088
H -2.3980 -6.3333 -1.3641
C -3.8689 -8.2012 4.5028
O -3.6040 -7.0404 4.2209
N -2.9345 -9.1831 4.5081
N -5.1194 -8.6043 4.8338
H -3.1310 -10.1404 4.7360
H -1.9934 -8.9220 4.2671
H -5.8407 -7.9028 4.8407
H -5.3581 -9.5504 5.0678
C -8.6350 -7.9579 0.1644
O -9.6588 -8.1652 -0.4704
N -7.4095 -8.3258 -0.2804
N -8.6368 -7.3395 1.3733
H -6.5562 -8.1632 0.2280
H -7.3656 -8.7871 -1.1731
H -9.5283 -7.0502 1.7393
H -7.8077 -7.1598 1.9098
C -0.5406 9.5430 6.8463
O 0.2362 10.0272 6.0333
N -1.4329 8.5804 6.5108
N -0.5740 9.9270 8.1453
H -2.0814 8.1657 7.1548
H -1.4334 8.2741 5.5515
H 0.0759 10.6411 8.4296
H -1.2030 9.5422 8.8259
C 2.0267 -5.0108 -6.8671
O 1.1529 -5.7773 -6.4966
N 2.6607 -4.1614 -6.0169
N 2.4399 -4.9404 -8.1570
H 3.3815 -3.5228 -6.2983
H 2.3794 -4.1865 -5.0523
H 1.9922 -5.5555 -8.8162
H 3.1563 -4.3174 -8.4816
*
```